No. 1
Molecular formula: C59H32F5N5S3SbSeZr
Method: DFT, ωB97M-V with the def2-TZVPD basis set

For the largest force on an atom, the calculation gives 2.10 eV/Å. Its HOMO-LUMO gap (alpha / beta) is 0.194 / 0.190 Eh. The relative energy (zero: lowest compared OMol25 entry of this formula, charge and spin) is 0.000 eV. As for the electronic energy: -6924.13837 Eh. The HOMO energy (alpha / beta) comes out at -1.406 / -2.086 eV.

```
! wB97M-V def2-TZVPD RIJCOSX def2/J DEFGRID3
* xyz -2 2
C -4.25750 0.41728 1.39164
C 2.90067 -6.57191 -0.98168
C 0.77548 -0.08112 -7.73452
C 1.06790 4.75240 -0.83030
H 2.15856 8.49733 -0.79323
C 0.67998 -2.97849 -1.79266
C 1.38858 0.91861 -3.34960
C -0.17371 2.75276 0.10287
N -7.71190 -3.35952 5.70352
C -1.82181 -0.01551 1.86267
Zr 1.05315 -0.19588 -0.13337
H -2.70385 0.47274 4.37806
C 2.01435 -0.49461 -8.20544
H -4.03653 0.22637 0.34634
C 0.04823 -2.97857 0.55860
N -0.38623 1.38081 0.25766
C 2.12522 3.33024 2.48831
H 3.54374 -1.03696 -5.22491
C 1.11305 -5.01627 -0.49391
H 1.01483 -2.90698 -5.06785
C 0.53769 -0.01281 -6.36740
Se 3.30792 1.54477 0.48578
C -1.65281 -2.16215 2.67247
C -1.32169 1.25162 1.25096
C -4.27831 -2.75901 5.32306
C 1.22937 2.54882 -1.90181
C 0.51454 7.11317 -0.73228
H 3.86102 6.69439 -0.96829
S 3.61279 -3.91063 2.12020
C -5.35109 -2.89285 3.16643
C 4.14369 4.10899 1.55895
C 2.80664 6.44851 -0.91465
H 0.74099 -4.76425 -3.12446
C 0.91761 -1.48490 -3.35319
C -4.13713 -2.64609 2.55252
C -0.92576 -0.80629 2.83380
N -0.54622 -1.72521 0.40698
C 1.68963 3.12571 -3.13140
N 1.10232 1.18147 -2.02994
Sb 3.29747 -1.69037 1.76757
H 3.92281 -6.74751 -1.29599
H 2.19967 -0.55156 -9.27179
F 2.91195 6.56268 3.91445
C 0.90787 -2.75684 -4.00492
C 1.53149 -0.35956 -5.45555
C -0.01171 -3.71811 1.81367
F 1.17514 2.40807 2.62621
H -6.24800 -3.04705 2.58018
C 4.06071 5.25468 2.32429
C -0.97197 3.44543 1.01341
H 3.16530 4.33793 -0.99163
C 3.18354 3.10747 1.59413
C 0.60347 -3.61603 -0.52552
C -1.71407 2.50082 1.71271
C -2.99731 -2.40834 3.30942
C 0.71798 3.31241 -0.85154
H -0.42709 0.30750 -5.99264
H -2.17558 -2.33446 5.27966
C -3.51231 0.56163 3.66013
H -6.31797 0.89124 1.03840
H 3.04951 -4.44229 -1.20118
C -3.24090 0.28092 2.33030
H -4.06565 -2.60232 1.47241
H 0.64543 -4.56926 1.90241
H -0.23991 7.88912 -0.66708
F 5.01019 6.20775 2.23763
S 3.32206 -1.40104 -0.60400
C -6.69594 -3.17139 5.19622
C 2.41655 5.11845 -0.92771
F 0.98513 4.64815 4.09584
H -4.98956 1.14554 5.10212
H -0.85869 -3.92578 3.73348
C -0.81370 -3.36910 2.80534
C 0.31409 -6.09275 -0.11592
C -4.78993 0.93647 4.05727
H -0.92777 5.53668 -0.73478
H -6.80616 1.33237 3.42717
H -1.01174 4.51015 1.16184
H -0.00891 0.18762 -8.43244
H 0.16712 -8.21774 0.14441
H 2.47412 -8.65275 -0.63969
C -1.46698 -1.38909 1.39287
C 0.80156 -7.39376 -0.16253
C 3.01393 -0.83473 -7.30316
H 1.86119 4.17540 -3.30061
C 1.85618 7.45669 -0.81016
C -5.53366 0.79115 1.77991
H 2.03334 2.17002 -5.07648
C 2.01826 4.47145 3.25978
S 0.82373 -0.68680 2.84737
C 2.77238 -0.76784 -5.93720
C -5.80693 1.04808 3.11832
C 2.99538 5.44504 3.17351
C 2.41457 -5.27519 -0.92882
H -2.43585 2.70120 2.48657
C 0.12533 5.78070 -0.74488
H -0.70495 -5.91191 0.20604
C 2.09525 -7.63751 -0.59909
H -4.34045 -2.81285 6.40302
C -5.43040 -2.94008 4.55916
F 5.19650 4.00394 0.72762
C 0.77976 -3.69115 -3.02542
C 1.77096 2.11744 -4.03186
C -3.07512 -2.50115 4.69723
C 1.25997 -0.30368 -3.98876
H 3.98456 -1.15315 -7.66439
N 0.71133 -1.63703 -1.99632
*
```

---

No. 2
Molecular formula: C59H45Br2Cl2LuN6O3S
Method: DFT, ωB97M-V with the def2-TZVPD basis set

For the largest force on an atom, the calculation gives 1.63 eV/Å. Its HOMO-LUMO gap is 0.141 Eh. As for the electronic energy: -10531.92260 Eh. The HOMO energy comes out at 0.031 eV.

```
! wB97M-V def2-TZVPD RIJCOSX def2/J DEFGRID3
* xyz -2 1
H -2.89494 -2.08322 1.50161
N -1.67516 2.37485 1.07376
N -0.89016 2.44589 -0.05291
C -2.06930 -0.13081 1.23633
H -2.62347 -4.64921 -1.57601
C 0.10341 3.99770 -1.60149
N 1.53230 -1.90756 -5.55090
C 0.16238 -3.19222 -7.04854
H 4.02107 0.70269 0.94181
C -1.21962 4.86626 0.21421
H -0.02446 7.39279 -1.73148
C -0.67894 3.73791 -0.45118
C -4.53474 0.61329 -3.00183
H 3.88553 5.53371 -0.25722
C -2.14195 -2.67206 -7.40629
C -2.99509 1.52678 2.74913
C 3.59695 3.60785 -1.13963
C 0.80456 -0.91908 8.15460
Br 3.93337 -3.54934 3.54377
C 3.82438 -2.41712 -5.10161
H 2.54877 5.02502 1.74253
H 0.81951 -2.15169 5.70384
H 5.06416 -1.07637 2.32287
H -5.25668 1.22449 -3.52627
C -1.03363 -3.45590 -7.68490
C -2.72560 -0.79786 -1.53296
H 1.81662 -0.95784 7.74709
C -3.71058 -1.51596 -2.25758
C -2.02969 -1.65449 -6.47315
O 0.00260 1.26781 -3.24159
H 3.08762 1.60832 -1.76087
C 4.01438 -1.10674 2.07577
Lu -0.14144 0.74208 -1.22026
H -0.34372 -2.91746 6.79810
H -2.99700 2.55039 3.10332
C 2.05887 3.03220 1.16284
N -1.08368 -0.68690 0.27066
Cl 4.24013 -0.90257 -5.84279
H -0.92184 -2.02296 5.38493
C 2.20491 -4.04791 -4.47967
H 4.19796 3.81486 -2.01477
H -4.41258 -3.48684 -2.80827
H 0.05641 1.78178 7.92464
C 3.17917 -2.12965 2.50083
H -4.40140 0.86806 4.19418
C 0.17669 0.65744 -4.35757
C 0.20311 1.71779 6.85241
C 2.66803 4.27691 0.96876
C -3.77881 -0.73760 2.88020
H -1.82874 4.68941 1.08789
C -0.93460 -0.35885 -4.68176
C -0.22431 -0.77280 7.02297
C 3.40982 -0.11584 1.30166
C -3.77558 0.58597 3.35253
C -0.20404 6.38403 -1.37750
C -3.68113 -2.92515 -2.23926
C 0.28180 -2.16606 -6.10476
C 0.60492 1.57983 4.12125
H 0.64543 3.81499 6.69711
C 1.19990 -1.21391 1.36672
C 3.21858 -4.82893 -3.95174
H -0.56370 -2.31755 1.54371
C 0.53562 2.87443 6.17064
H 2.95436 -5.76193 -3.47335
C 0.76727 2.79456 4.80585
C -3.43868 1.21527 -2.37823
H 1.24830 -3.01062 2.57793
H -2.90367 -1.05997 -6.22797
C -0.12637 -1.44552 1.07060
C -2.69250 -3.56908 -1.54362
H -1.09967 -4.26390 -8.40386
C -1.81973 -1.48964 -0.67936
C -2.91851 -1.05419 1.84640
H -2.34737 -0.41284 6.84443
O 1.09904 0.86975 -5.14057
C 0.32790 5.28421 -2.04694
C 4.53277 -4.40236 -3.98094
C -0.84181 -1.37552 -5.79915
C 4.83576 -3.18239 -4.56020
H 1.03867 -3.79097 -7.26612
N -2.55816 0.54368 -1.67311
H 0.61617 -1.84198 8.70961
C 0.24278 0.43251 4.82895
H 5.31081 -5.00344 -3.53030
S 1.35555 3.99185 3.70270
H -5.45571 -1.25384 -3.50510
H -3.08764 -2.85384 -7.90271
H 0.92309 5.43463 -2.94197
C 2.46664 -2.79608 -5.07725
H 0.52529 3.17767 -2.17238
C 2.20708 2.09288 0.10965
H 5.85091 -2.81195 -4.59035
H 0.13409 -0.47990 4.25909
C 2.97423 2.37815 -1.00461
N 0.91959 1.61196 2.78958
C -0.16297 -2.04215 6.16859
H -1.00870 -3.39854 -0.21168
H -4.41634 -1.49766 3.31738
C 2.08193 -0.15245 0.96100
C -0.97996 6.14784 -0.24535
H -1.82234 0.25835 -4.85268
H -3.25542 2.28129 -2.45620
H -1.92704 -1.59908 8.09492
H -1.41614 6.98798 0.28740
C -2.15523 1.26414 1.60300
H -1.66883 0.13382 8.38365
C -1.77309 -2.86191 -0.75394
H 0.75230 -0.08488 8.85671
O 1.55990 0.85934 0.10180
Cl 0.59000 -4.62780 -4.26535
Br 1.20197 -1.41872 -2.03579
H 1.72367 -0.91487 -5.40511
H -1.12119 -0.91445 -3.75829
C 0.08063 0.47990 6.20236
C -4.65586 -0.75469 -2.97122
C 1.84933 -2.19277 2.20131
C 3.42361 4.55991 -0.15153
C -1.63169 -0.65500 7.62801
C 1.38863 2.74816 2.41639
*
```

---

No. 3
Molecular formula: C59H48I2PSSb2Zr
Method: DFT, ωB97M-V with the def2-TZVPD basis set

For the largest force on an atom, the calculation gives 0.88 eV/Å. Its HOMO-LUMO gap is 0.229 Eh. The relative energy (zero: lowest compared OMol25 entry of this formula, charge and spin) is 0.659 eV. As for the electronic energy: -4139.34314 Eh. The HOMO energy comes out at -9.696 eV.

```
! wB97M-V def2-TZVPD RIJCOSX def2/J DEFGRID3
* xyz 1 1
C -1.12139 3.54552 -4.82700
C -5.90202 0.96260 -0.40338
C 5.42717 -0.53010 -0.66587
C 5.17276 -0.40478 4.77137
H 1.53539 5.65369 -4.44834
C -4.34857 -0.64179 2.32675
C 1.84122 -0.96175 7.15924
C -4.69388 0.41917 -0.81977
C 0.65391 -4.35309 1.91459
C -4.11278 2.50780 -1.83292
C -3.08004 2.33756 -5.55227
H -5.58914 -2.37501 2.23943
P -2.15447 0.50580 -2.07099
C -3.83318 -2.60283 1.00198
C 4.04300 -0.70862 -0.65552
C -4.14337 -3.90531 0.53698
I -1.33096 2.96150 0.46676
H -0.42894 0.94282 2.53480
C -4.67793 -1.89620 1.89702
H 2.94716 2.34493 1.32360
C -0.86898 2.59201 -3.79790
H -2.98006 1.00459 2.17393
H 0.38090 -3.94748 5.20635
C 3.44640 -1.38478 -1.72136
Sb 2.79459 -0.37449 1.02870
H 3.72139 -2.33415 -3.62173
C 5.57233 -1.60293 -2.81663
C 1.43906 -0.79289 5.83950
C 4.27106 -0.74755 3.77077
H 3.59590 -2.76740 2.49639
C 2.88075 -3.52711 2.20575
C 4.26284 -0.06255 2.56037
C -1.86049 1.57987 -3.56628
H 2.02072 -2.33006 8.80339
C 0.78236 -3.09463 5.74565
C 0.87236 4.81342 -4.29366
Zr -0.42898 0.26486 0.36649
H -6.59233 0.34514 0.15746
C 1.50731 -3.32047 2.31063
H -4.78249 -3.41453 -3.74117
H -4.58703 -1.28527 -2.56699
H 6.74057 2.16265 3.22480
H -1.36060 -4.52548 -1.29921
C 4.20269 -1.81499 -2.80245
Sb 0.22493 -1.77127 3.07444
C 6.07200 0.63243 4.57646
C -3.81671 -2.92763 -3.68347
C -2.46896 -1.08032 -2.91674
H 5.15943 -0.95133 5.70668
C 1.15480 -5.56207 1.44361
C 0.46043 0.52225 3.05604
C 1.18297 -3.26604 7.06305
C -1.36249 -1.65720 -3.54420
H -4.47220 -0.60143 -0.55153
C 2.10858 1.65989 1.43843
C 1.20664 3.82211 -3.35223
C 6.18391 -0.97067 -1.74283
H 7.25681 -0.82555 -1.73845
H 1.08152 -4.23587 7.53386
H 2.14878 3.89902 -2.82515
H -5.00159 -0.11216 3.00985
C 2.52295 -5.74971 1.34588
S -0.17523 -1.99393 -0.61169
H -5.52616 4.09460 -1.61228
H 2.92102 -6.68608 0.97674
H -3.63129 0.68359 -4.32879
C -2.63344 -1.98597 0.58625
H -0.39964 -1.16046 -3.50256
H 6.16686 -1.94856 -3.65267
H 1.24700 2.51172 3.21805
C -3.70017 -1.72062 -3.00399
H 5.93368 -0.06150 0.16361
H -3.42399 3.13953 -2.37552
H -5.07097 -4.36917 0.85170
H 6.77520 0.89836 5.35585
C 5.15370 0.99641 2.38218
H 2.38575 -1.61165 -1.70495
C 1.60760 1.53334 2.88585
C -3.17536 -0.01257 1.85645
C 0.37866 2.75777 -3.13459
H -2.80434 -4.44177 -4.81626
C -2.70982 -3.50159 -4.28660
C -1.47958 -2.85740 -4.22304
H 1.31118 2.10100 0.82950
H -0.51778 5.35766 -5.81558
H -3.91686 2.19553 -6.22315
H -3.51628 -5.56547 -0.63549
C 6.05644 1.33766 3.37999
H 2.26128 -0.12408 7.70259
C -2.05273 -3.98115 -0.66824
H 4.45572 -4.86371 1.65149
H 0.04927 0.55912 4.06692
C -3.79164 1.17234 -1.56620
C -2.23408 3.39787 -5.68821
H 5.14716 1.58411 1.47177
C -2.30436 -0.65705 0.99938
C -3.27580 -4.56966 -0.28427
C -6.21480 2.28004 -0.69059
H -0.42358 -4.22247 1.95138
C -5.30755 3.05622 -1.39752
H 1.58254 0.18141 5.38990
C -1.74078 -2.71817 -0.24016
C -2.89039 1.45832 -4.47337
I 1.33237 1.26883 -2.02210
H -2.37676 4.13488 -6.46903
C 0.89623 -1.85454 5.11813
C 1.71119 -2.19816 7.77468
H -0.61223 -3.29098 -4.70536
C 3.38354 -4.72679 1.72527
H 2.42513 1.27059 3.55224
H -7.15458 2.70326 -0.35968
C -0.25705 4.64989 -5.03821
H 0.46975 -6.34622 1.14456
H 3.55993 -1.53754 3.98090
*
```

---

No. 4
Molecular formula: C59H48N2O4P3SScSi
Method: DFT, ωB97M-V with the def2-TZVPD basis set

For the largest force on an atom, the calculation gives 2.74 eV/Å. Its HOMO-LUMO gap is 0.278 Eh. As for the electronic energy: -5160.17552 Eh. The HOMO energy comes out at -7.344 eV.

```
! wB97M-V def2-TZVPD RIJCOSX def2/J DEFGRID3
* xyz 0 1
C -4.83250 3.44560 0.97860
H 1.96050 1.98510 -1.21400
P -2.87960 0.58150 -1.22470
H -0.63510 4.48080 1.13220
C 1.02770 -3.21980 1.82150
H 3.43730 5.48060 1.90710
C 2.37380 0.68790 4.31230
C -0.63510 -1.11910 2.46570
C 2.66400 1.23890 -1.60730
H -1.57510 -2.01530 5.60130
H -4.77760 -3.20310 0.46640
H -3.12050 4.94530 -4.86250
H -4.29850 -5.01090 -1.13130
H 2.73840 2.33110 -3.61330
H -4.16330 4.56170 2.68160
C -6.44930 -1.13300 -0.16370
H -1.14180 1.87420 3.91460
H -1.66450 0.44950 5.83440
C 2.67150 4.73700 1.74350
C -6.00810 -1.78330 -2.42790
C -5.26680 -0.41660 -0.14630
C 2.72550 -4.92440 3.23190
C -4.05630 3.09940 -4.29110
C 4.42100 -0.82950 0.60900
C 2.46270 -0.75490 -2.61760
H 5.95320 1.25420 -1.72230
C -1.38840 0.00210 4.89010
H 5.24310 0.89300 2.53430
H -7.07070 -1.16630 0.72200
H -0.05100 -5.00880 1.31010
C -4.01540 2.00330 -3.44420
O -0.20950 0.59530 -2.85570
C 5.48770 -0.77750 -1.55750
C -4.83860 -1.04120 -2.42420
H -5.21510 2.19220 -0.70510
C -1.14710 -3.96370 -0.54220
H 1.44670 -6.49310 2.54090
Si -0.56540 1.39340 0.97210
C 0.37950 4.16560 1.31980
C 2.95310 -3.55720 3.23540
C -3.00740 1.89370 -2.49790
H 2.14210 -2.33340 -3.79390
C 1.64250 -5.43090 2.53700
H 1.11290 6.16920 1.45860
H -1.32910 4.75500 -3.18190
C -0.73480 0.27390 2.56170
C 2.01140 2.43980 1.53590
H -7.74920 -2.37780 -1.32460
C -2.72260 -2.65980 0.71840
H -6.28100 -2.34940 -3.30800
C -4.47430 -0.31660 -1.29010
H -4.84630 3.18460 -5.02460
C -3.75580 -3.41820 0.19030
C 2.88450 0.86380 5.58410
H 6.15060 1.19280 4.79990
C 2.11070 -2.71900 2.53620
H -1.96900 3.48680 2.74280
H 2.21990 0.85670 6.43570
Sc -0.10960 -0.15960 -1.09160
C -3.09320 4.08980 -4.20150
C -4.50340 2.46800 0.06060
H -1.24760 2.80850 -1.66900
H 4.64820 1.19800 6.75370
C -2.04280 2.89670 -2.40730
H 3.09290 -0.16230 -4.64610
P 0.01790 -1.94880 0.96260
C 3.78680 0.34790 0.44960
C -3.48830 -4.43710 -0.70690
H -4.17390 -1.03330 -3.27610
H -2.93940 -1.84530 1.39950
C 0.79570 -4.59040 1.83330
H 6.04180 -1.23560 -2.36550
C 0.67160 2.80700 1.37970
C 4.24460 1.05690 5.76100
H -4.95960 0.06730 0.76880
C -2.08300 3.98310 -3.25760
C -2.67880 3.18560 1.98570
H -0.88150 -3.00160 3.45870
H -5.79300 3.93710 0.92510
O -0.55770 -1.63490 -2.26600
C 1.36420 5.12000 1.49630
C 5.25700 -1.41330 -0.40900
H 3.78670 -3.14510 3.78250
C -3.27060 1.82180 0.11080
O -2.18750 -0.53400 -3.67350
H 3.38780 -5.58550 3.77060
C -0.94440 -1.92730 3.55960
C -1.09910 0.80280 3.79890
C 4.43700 0.85050 -3.16550
C 5.04760 0.63640 -1.78790
H 5.11610 1.12320 -3.96230
H 2.27000 -1.65000 2.54530
C 3.20200 0.08010 -3.59820
H 4.01610 3.08280 1.94250
C -1.40520 -2.94200 0.37350
N 2.08230 -0.11450 -1.55420
C -3.91590 3.80060 1.95480
C -1.33050 -1.37590 4.76530
C 3.97840 1.17590 -0.79330
H 1.31390 0.53990 4.16690
C 2.99700 3.39270 1.75570
S -0.76780 -0.68780 -3.45430
H 1.44100 -2.42560 -2.26790
C -2.18080 -4.70630 -1.07700
C -2.32410 2.20120 1.06550
H 4.24270 2.19990 -0.51030
C 4.57870 0.88640 3.38630
H -1.97060 -5.48820 -1.79210
C 3.21220 0.71530 3.20230
P 2.36050 0.63820 1.57330
O 0.02500 -1.12030 -4.57340
N 2.21800 -2.06430 -2.82250
H 4.26470 -1.40960 1.50920
H -0.12860 -4.15950 -0.85210
H -4.75420 1.22150 -3.53580
C -6.82740 -1.81320 -1.30910
C 3.09110 1.48050 -3.05640
C 5.08780 1.05320 4.66290
H 5.63080 -2.41320 -0.23570
*
```